80
Properties=species:S:1:pos:R:3 method="wB97M-V/def2-TZVPD" multiplicity=4 energy_ev=-70568.297 relative_energy_kcal_mol=0.0 charge=+3 s_squared=3.78 orbital_gap_ev="7.1 / 7.4" lumo_ev="-9.507 / -10.271"
Re -1.019 0.576 0.208
C 0.874 3.826 1.140
Si 1.430 2.925 -0.411
C 3.250 3.332 -0.555
C 0.669 3.615 -1.987
C 1.003 0.987 -0.215
Si 1.575 0.177 -1.885
C 0.195 0.389 -3.180
C 2.042 -1.638 -1.695
C 3.115 0.910 -2.626
Si 1.952 0.310 1.324
C 3.613 1.006 1.775
C 2.120 -1.543 1.498
C 0.719 0.907 2.637
C 0.989 1.174 3.972
C -0.001 1.673 4.803
C -1.272 1.898 4.282
C -1.504 1.610 2.960
N -0.530 1.122 2.157
H 1.011 4.894 0.951
H 1.545 3.575 1.966
H -0.147 3.697 1.496
H 3.354 4.334 -0.125
H 3.567 3.402 -1.592
H 3.955 2.695 -0.032
H 0.513 4.688 -1.837
H -0.276 3.191 -2.316
H 1.379 3.524 -2.810
H -0.684 0.956 -2.869
H -0.118 -0.558 -3.632
H 0.631 0.977 -3.992
H 1.467 -2.272 -1.024
H 3.077 -1.680 -1.347
H 2.045 -2.091 -2.690
H 2.971 1.900 -3.052
H 3.390 0.241 -3.447
H 3.961 0.942 -1.939
H 4.371 0.799 1.018
H 3.926 0.472 2.677
H 3.620 2.072 1.994
H 3.008 -1.888 0.966
H 1.272 -2.139 1.169
H 2.295 -1.753 2.558
H 1.987 1.005 4.354
H 0.211 1.894 5.841
H -2.071 2.298 4.891
H -2.478 1.772 2.514
N -2.584 0.133 -1.387
N -3.365 1.217 -1.828
C -3.156 2.452 -1.349
N -3.901 3.441 -1.789
S -1.925 2.778 -0.189
H -2.145 -0.326 -2.186
H -3.198 -0.567 -0.963
H -4.053 1.031 -2.546
H -4.641 3.319 -2.467
H -3.750 4.378 -1.440
C -1.849 -4.474 -2.037
C -0.957 -3.328 -2.448
N -1.055 -2.250 -1.440
C -1.235 -2.523 -0.101
N -1.203 -1.454 0.735
C -1.408 -1.718 2.187
C -2.272 -2.935 2.428
C -1.670 -4.110 1.706
N -1.469 -3.763 0.290
C -1.451 -4.910 -0.646
H -1.735 -5.305 -2.732
H -2.899 -4.175 -2.053
H -1.256 -2.913 -3.410
H 0.080 -3.662 -2.530
H -0.312 -1.572 -1.564
H -1.897 -0.853 2.626
H -0.436 -1.831 2.674
H -3.292 -2.758 2.078
H -2.324 -3.140 3.497
H -2.325 -4.978 1.739
H -0.710 -4.400 2.139
H -2.150 -5.645 -0.253
H -0.455 -5.358 -0.635

***

80
Properties=species:S:1:pos:R:3 method="wB97M-V/def2-TZVPD" energy_ev=-102496.002 charge=+1 orbital_gap_ev="2.2 / 2.2" lumo_ev="-6.095 / -6.094"
Ti 7.405 6.792 16.887
C 7.389 10.507 15.474
C 7.370 10.913 13.952
O 8.646 10.633 13.430
C 9.135 11.187 12.226
C 10.598 11.340 12.480
O 11.276 10.148 12.025
C 11.672 9.304 13.050
C 11.314 7.895 12.624
O 11.714 6.999 13.643
C 10.707 6.681 14.585
C 11.527 6.395 15.861
O 10.752 6.863 17.028
C 9.909 6.002 17.561
C 8.292 8.828 16.922
O 8.392 9.501 15.688
H 6.337 10.217 15.760
H 7.649 11.414 16.075
H 7.044 11.976 13.833
H 6.563 10.252 13.537
H 8.782 12.174 11.972
H 8.994 10.511 11.369
H 10.849 11.613 13.526
H 10.932 12.050 11.689
H 11.215 9.629 14.002
H 12.712 9.339 13.216
H 11.862 7.582 11.704
H 10.208 7.908 12.489
H 10.219 5.715 14.339
H 9.970 7.464 14.816
H 12.478 6.973 15.916
H 11.768 5.351 15.987
H 10.324 5.026 17.690
H 9.316 6.490 18.412
H 9.303 8.441 17.284
H 7.761 9.428 17.663
S 8.263 4.959 16.265
Sb 5.581 4.974 16.492
S 5.846 7.054 15.286
S 6.234 6.086 18.779
C 8.803 9.853 5.126
C 7.806 8.710 5.191
C 8.333 7.359 4.761
C 6.363 9.033 4.739
Sb 7.942 8.332 7.614
C 8.251 6.178 8.250
C 9.630 5.683 7.814
C 7.120 5.325 7.635
C 8.100 6.027 9.823
C 6.227 9.505 8.661
C 6.736 9.563 10.070
C 4.918 8.840 8.423
C 6.225 10.846 7.895
H 8.992 10.077 4.083
H 9.787 9.586 5.456
H 8.399 10.772 5.590
H 8.468 7.302 3.656
H 7.620 6.566 5.030
H 9.316 7.154 5.222
H 6.119 8.416 3.957
H 6.253 10.121 4.494
H 5.594 8.922 5.479
H 9.807 5.673 6.706
H 9.813 4.701 8.253
H 10.486 6.267 8.308
H 7.395 5.052 6.576
H 6.176 5.851 7.539
H 7.060 4.396 8.131
H 8.941 6.519 10.318
H 8.033 4.995 10.135
H 7.124 6.461 10.052
H 6.486 8.712 10.672
H 6.280 10.436 10.536
H 7.800 9.671 10.214
H 4.873 7.809 8.704
H 4.696 9.040 7.371
H 4.092 9.390 8.900
H 7.214 11.369 7.758
H 5.581 11.453 8.531
H 5.748 10.729 6.933

***

21
Properties=species:S:1:pos:R:3 method="wB97M-V/def2-TZVPD" smiles=CNC(C)(C)NC energy_ev=-8391.583 relative_energy_kcal_mol=23.9 orbital_gap_ev=9.4 lumo_ev=1.022
C -1.072 0.224 -1.870
N 0.130 -0.348 -1.299
C 0.239 -0.528 0.132
C -1.094 -0.638 0.870
C 1.085 -1.785 0.375
N 1.111 0.643 0.552
C 0.507 1.957 0.705
H -0.924 0.295 -2.948
H -1.926 -0.433 -1.689
H -1.340 1.228 -1.505
H 0.992 0.324 -1.371
H -0.911 -0.764 1.937
H -1.719 0.239 0.720
H -1.637 -1.506 0.503
H 1.223 -1.965 1.440
H 0.594 -2.637 -0.086
H 2.062 -1.666 -0.088
H 1.581 0.404 1.420
H 0.165 2.304 -0.269
H 1.270 2.649 1.064
H -0.335 2.000 1.408

***

150
Properties=species:S:1:pos:R:3 method="wB97M-V/def2-TZVPD" energy_ev=-985026.443 orbital_gap_ev=7.9 lumo_ev=-2.144
Br 6.634 -4.467 3.631
C 7.524 -2.715 3.700
C 9.064 -2.684 3.912
Br 9.399 -3.479 5.701
H 6.967 -2.175 4.465
H 7.181 -2.270 2.765
H 9.482 -1.678 3.868
H 9.693 -3.414 3.404
Br 3.442 -11.964 1.773
C 1.595 -12.529 1.914
C 1.311 -13.781 1.179
Br -0.622 -14.324 1.283
H 1.103 -11.782 1.290
H 1.223 -12.396 2.930
H 1.963 -14.593 1.500
H 1.738 -13.667 0.182
Br -3.642 4.894 -5.358
C -4.418 6.224 -4.140
C -4.342 5.538 -2.727
Br -4.993 6.933 -1.372
H -5.426 6.495 -4.456
H -3.805 7.124 -4.173
H -3.303 5.277 -2.526
H -4.967 4.645 -2.700
Br 6.711 -4.914 -2.894
C 5.676 -6.639 -2.867
C 4.263 -6.513 -3.263
Br 3.309 -8.187 -3.165
H 5.600 -6.994 -1.839
H 6.197 -7.377 -3.476
H 4.210 -6.108 -4.273
H 3.797 -5.801 -2.582
Br 0.365 -1.147 7.804
C 2.200 -1.611 8.106
C 2.308 -3.102 8.586
Br 4.011 -3.364 9.579
H 2.630 -1.039 8.928
H 2.751 -1.317 7.213
H 2.240 -3.908 7.855
H 1.485 -3.317 9.268
Br 0.311 7.637 6.356
C 1.438 6.311 7.334
C 1.974 7.062 8.525
Br 2.492 5.688 9.923
H 2.157 5.780 6.711
H 0.746 5.526 7.638
H 1.196 7.669 8.988
H 2.886 7.633 8.349
O -4.970 -6.056 -8.207
S -3.819 -6.538 -7.471
O -2.522 -6.571 -8.078
O -3.725 -5.807 -5.976
C -4.879 -5.338 -5.379
C -4.870 -3.791 -5.298
C -4.270 -8.223 -6.842
H -4.945 -5.625 -4.330
H -5.754 -5.687 -5.927
H -5.837 -3.411 -4.966
H -4.623 -3.387 -6.279
H -4.084 -3.499 -4.602
H -5.319 -8.104 -6.572
H -3.556 -8.409 -6.040
H -4.202 -9.012 -7.591
O 7.538 2.610 -0.822
S 8.344 3.763 -1.150
O 9.779 3.675 -1.010
O 7.936 4.097 -2.712
C 8.060 3.067 -3.697
C 8.096 3.747 -5.103
C 7.620 5.226 -0.340
H 7.180 2.437 -3.567
H 8.991 2.506 -3.614
H 8.851 4.533 -5.111
H 7.176 4.308 -5.265
H 8.263 3.036 -5.913
H 8.239 6.085 -0.599
H 7.676 5.032 0.732
H 6.596 5.354 -0.690
O 3.137 -1.356 -7.890
S 2.835 -0.323 -8.940
O 2.813 1.096 -8.545
O 3.907 -0.488 -10.154
C 4.289 -1.797 -10.502
C 4.317 -2.035 -12.033
C 1.362 -0.788 -9.937
H 3.666 -2.572 -10.056
H 5.330 -1.895 -10.195
H 3.626 -1.408 -12.596
H 4.129 -3.037 -12.417
H 5.246 -1.642 -12.446
H 1.386 -1.836 -10.234
H 1.452 -0.141 -10.809
H 0.477 -0.697 -9.307
O -0.877 1.285 0.884
S 0.199 0.266 0.816
O 1.191 0.163 1.875
O -0.454 -1.243 0.575
C 0.243 -2.386 0.807
C -0.382 -3.514 0.047
C 1.108 0.376 -0.776
H 0.298 -2.570 1.880
H 1.275 -2.241 0.486
H -0.449 -3.361 -1.030
H -1.406 -3.621 0.407
H 0.165 -4.444 0.200
H 1.881 -0.385 -0.881
H 1.692 1.296 -0.809
H 0.485 0.351 -1.670
O -12.373 -5.377 6.103
S -10.946 -5.025 6.197
O -9.974 -6.023 6.641
O -10.427 -4.147 4.896
C -9.031 -3.943 4.820
C -8.655 -3.648 3.349
C -10.996 -3.560 7.443
H -8.410 -4.729 5.248
H -8.906 -2.991 5.337
H -7.595 -3.397 3.325
H -9.371 -2.871 3.081
H -8.820 -4.497 2.687
H -11.770 -2.825 7.222
H -10.015 -3.092 7.352
H -11.111 -4.033 8.418
O -7.391 4.092 8.212
S -7.620 4.468 6.779
O -8.732 3.834 5.977
O -7.662 6.122 6.485
C -7.023 7.004 7.469
C -6.969 8.443 6.909
C -6.000 4.100 5.878
H -6.089 6.617 7.876
H -7.660 6.942 8.351
H -6.516 8.457 5.918
H -6.351 8.996 7.617
H -7.992 8.817 6.866
H -5.172 4.654 6.321
H -6.139 4.428 4.848
H -5.804 3.029 5.922
C 3.866 11.880 -2.349
C 3.357 10.636 -2.561
C 2.094 10.162 -2.054
O 1.675 9.001 -2.195
C 1.408 11.127 -1.175
C 1.900 12.421 -0.981
C 3.233 12.852 -1.435
O 3.675 13.944 -1.099
H 4.772 12.155 -2.867
H 3.899 9.991 -3.237
H 0.508 10.824 -0.661
H 1.469 12.906 -0.118

***

154
Properties=species:S:1:pos:R:3 method="wB97M-V/def2-TZVPD" energy_ev=-1888421.152 orbital_gap_ev=8.4 lumo_ev=-0.025
C -2.873 0.355 -0.920
C -2.457 1.545 -1.840
C -0.977 1.860 -1.583
O -0.915 2.520 -0.317
C 0.402 2.580 0.192
C 1.374 3.369 -0.723
C 2.650 2.590 -1.169
N 2.297 1.503 -2.085
C 2.881 0.210 -1.731
C 4.413 0.224 -1.470
C 2.508 1.819 -3.453
C 1.454 1.250 -4.412
O 3.414 2.493 -3.889
C 0.127 3.344 1.562
C 0.262 2.313 2.714
C -0.746 2.360 3.869
P -0.105 1.407 5.289
O -0.862 1.677 6.511
O 1.464 1.761 5.480
O -0.119 -0.175 5.005
C 0.067 1.018 1.875
O -0.575 0.042 2.133
N 0.899 1.282 0.686
H -3.285 0.742 0.016
H -1.974 -0.236 -0.717
H -3.613 -0.274 -1.427
H -2.597 1.264 -2.889
H -3.071 2.433 -1.643
H -0.646 2.502 -2.415
H -0.366 0.951 -1.563
H 1.761 4.209 -0.136
H 0.867 3.804 -1.588
H 3.311 3.346 -1.608
H 3.125 2.246 -0.245
H 2.718 -0.451 -2.595
H 2.395 -0.267 -0.882
H 4.927 1.105 -1.863
H 4.863 -0.707 -1.830
H 4.566 0.225 -0.379
H 0.539 1.113 -3.829
H 1.780 0.262 -4.749
H 1.220 1.945 -5.219
H -0.913 3.693 1.618
H 0.726 4.246 1.725
H 1.291 2.435 3.067
H -1.660 1.852 3.536
H -0.983 3.373 4.204
H 1.950 1.001 5.118
H -0.918 -0.448 4.535
H 1.804 1.402 1.126
Br 6.299 4.211 1.934
C 5.780 3.370 3.616
C 5.601 1.886 3.460
Br 3.918 1.449 2.566
H 4.877 3.872 3.955
H 6.592 3.587 4.305
H 5.528 1.402 4.448
H 6.392 1.418 2.881
Br 2.587 -2.551 -5.657
C 1.366 -3.755 -4.731
C 0.037 -3.100 -4.471
Br 0.153 -1.845 -2.988
H 1.868 -4.077 -3.823
H 1.247 -4.607 -5.396
H -0.698 -3.841 -4.163
H -0.342 -2.549 -5.326
Br -2.967 5.702 6.652
C -3.789 4.509 7.956
C -3.860 3.097 7.435
Br -5.299 2.899 6.133
H -4.761 4.928 8.199
H -3.146 4.561 8.832
H -4.104 2.405 8.238
H -2.943 2.772 6.949
Br 1.380 -7.314 -3.876
C 0.529 -8.496 -5.170
C 0.925 -8.155 -6.587
Br -0.026 -6.540 -7.197
H -0.541 -8.430 -5.000
H 0.875 -9.495 -4.911
H 0.634 -8.956 -7.250
H 1.988 -7.965 -6.689
Br 5.306 1.249 6.602
C 7.127 1.068 7.283
C 7.596 2.320 7.976
Br 8.086 3.715 6.713
H 7.751 0.786 6.441
H 7.079 0.243 7.989
H 8.505 2.120 8.540
H 6.847 2.744 8.637
Br -4.110 1.452 -5.150
C -5.933 1.715 -4.528
C -6.134 1.141 -3.151
Br -6.282 -0.801 -3.215
H -6.592 1.269 -5.264
H -6.076 2.794 -4.518
H -7.075 1.488 -2.729
H -5.325 1.375 -2.465
Br -0.125 5.965 10.727
C 0.568 4.178 11.068
C -0.021 3.170 10.121
Br -1.845 2.710 10.618
H 0.364 3.954 12.111
H 1.644 4.257 10.919
H 0.531 2.234 10.167
H -0.053 3.516 9.091
Br 1.065 -7.638 -9.184
C 0.297 -8.812 -10.566
C 0.746 -8.435 -11.955
Br -0.181 -6.848 -12.594
H -0.781 -8.765 -10.440
H 0.647 -9.814 -10.317
H 0.493 -9.219 -12.668
H 1.809 -8.226 -12.014
Br 2.107 6.844 0.640
C 3.088 7.562 2.157
C 3.349 6.496 3.187
Br 1.753 6.089 4.228
H 2.513 8.399 2.540
H 4.027 7.929 1.745
H 4.084 6.839 3.913
H 3.685 5.561 2.747
Br -10.930 1.517 -2.097
C -10.181 -0.178 -1.494
C -9.658 -0.083 -0.085
Br -7.956 0.853 -0.025
H -9.414 -0.458 -2.211
H -11.004 -0.888 -1.549
H -9.454 -1.077 0.309
H -10.330 0.439 0.589
Br -8.293 0.109 -7.489
C -10.085 0.397 -6.788
C -10.220 -0.137 -5.386
Br -10.377 -2.077 -5.366
H -10.777 -0.060 -7.489
H -10.224 1.476 -6.796
H -11.136 0.227 -4.926
H -9.374 0.116 -4.753
Br 2.330 -0.797 1.624
C 3.114 -2.574 1.764
C 2.459 -3.509 0.783
Br 0.699 -4.063 1.402
H 3.016 -2.896 2.796
H 4.171 -2.446 1.528
H 3.031 -4.430 0.688
H 2.324 -3.067 -0.201
Br 5.728 -6.690 1.238
C 4.707 -7.682 -0.090
C 5.076 -7.271 -1.490
Br 4.287 -5.556 -1.953
H 3.657 -7.523 0.136
H 4.958 -8.727 0.080
H 4.672 -7.977 -2.213
H 6.147 -7.177 -1.639

***

9
Properties=species:S:1:pos:R:3 method="wB97M-V/def2-TZVPD" energy_ev=-25883.867 relative_energy_kcal_mol=123.3 orbital_gap_ev="5.5 / 5.5" lumo_ev="-3.223 / -3.223"
N -0.901 2.138 -0.236
N 1.134 -0.874 0.593
F -0.037 -1.673 -1.483
P -0.493 -0.969 -0.091
S -1.562 -2.192 1.107
H 0.061 2.251 -0.341
H -1.310 2.391 -1.055
H 1.893 -0.602 -0.052
H 1.216 -0.470 1.559